Here is the ion C4H3N2O with charge +1 from OMol25. Energies are from ωB97M-V/def2-TZVPD.

```
10
Properties=species:S:1:pos:R:3:forces:R:3
C -0.990 -1.064 -0.027 1.3113 -1.1697 0.5567
N 0.260 -1.470 0.225 1.9133 -0.0428 -0.2272
C 1.041 -0.519 -0.226 -3.6951 2.5342 -0.9920
O 2.124 0.251 0.074 0.4891 -0.1651 0.4155
C 1.092 1.200 0.216 0.5317 1.1570 0.9629
C 0.129 0.706 -0.648 1.9097 -1.8553 1.3809
N -1.142 0.181 -0.425 -0.6142 0.3860 0.1698
H -1.700 -1.821 0.180 -1.4685 0.0509 -0.0778
H 1.261 1.960 1.079 -0.6395 -1.3510 -1.6837
H -2.075 0.577 -0.448 0.2624 0.4557 -0.5050
```
Forces are in eV/Å.

Calculated values
- Charge: +1
- Frontier orbital gap: 9.95 eV
- HOMO level: -15.82 eV
- SMILES string: C1=N[C@]23O[C@H]2C3=[NH+]1

Here is an isolated molecule of C2H8N4S2 from OMol25. Energies are from ωB97M-V/def2-TZVPD.

```
16
Properties=species:S:1:pos:R:3:forces:R:3
C -1.591 -0.465 1.258 -0.1382 1.0107 0.2750
N -1.066 -0.131 -0.061 0.1868 -0.1414 -0.1523
S -1.792 -0.957 -1.362 -0.0976 0.4675 -0.0182
C 0.339 0.038 -0.139 0.0712 0.1153 -0.2290
N 1.068 -0.204 0.867 -0.8133 -0.1695 0.3812
N 2.377 0.173 0.820 0.0698 0.3656 -0.7438
N 0.861 0.581 -1.344 -0.3211 -0.0285 -0.6988
S 0.820 2.299 -1.450 -0.3390 -0.0700 0.1658
H -1.214 0.290 1.984 -0.2155 -0.6216 -0.4604
H -2.680 -0.388 1.198 0.2117 -0.1578 0.0898
H -1.283 -1.455 1.572 0.0307 -0.2602 0.1975
H -1.374 -2.210 -1.135 0.1656 -0.3196 0.1159
H 2.708 0.167 -0.142 0.2793 0.0903 0.1036
H 2.910 -0.422 1.415 0.3220 -0.3313 0.3384
H 0.436 0.176 -2.189 0.2118 0.1335 0.7039
H -0.519 2.510 -1.293 0.3757 -0.0830 -0.0686
```
Forces are in eV/Å.

Calculated values
- Charge: 0
- Frontier orbital gap: 8.98 eV
- HOMO level: -8.38 eV
- SMILES string: CN(S)/C(=N/N)NS

Here is an isolated molecule of CH3NO2S from OMol25. Energies are from ωB97M-V/def2-TZVPD.

```
8
Properties=species:S:1:pos:R:3:forces:R:3
C -1.090 -0.141 -0.058 1.7841 -0.2655 4.5294
N 1.246 0.234 -0.082 -0.5092 -4.2241 -1.3997
O 0.951 1.345 0.156 -0.3718 5.7116 1.4011
O 0.227 -0.706 -0.197 0.2094 -0.9347 -0.8461
S 2.770 -0.434 -0.132 0.9152 -0.3015 0.1437
H -1.198 0.849 -0.449 -0.2828 0.1379 -0.4183
H -1.238 -0.200 1.104 -0.1389 1.0208 -1.8649
H -1.668 -0.946 -0.342 -1.6059 -1.1446 -1.5452
```
Forces are in eV/Å.

Calculated values
- Charge: 0
- Frontier orbital gap (alpha / beta): 8.03 / 7.08 eV
- Multiplicity: 3
- HOMO level (alpha / beta): -7.20 / -10.12 eV

Here is a structure of composition C50H34MgN8S2 from OMol25. Energies are from ωB97M-V/def2-TZVPD.

```
95
Properties=species:S:1:pos:R:3:forces:R:3
Mg -0.123 0.024 0.173 0.3589 -0.1481 -0.2728
C -3.425 -7.008 -1.782 0.2248 0.6751 0.3624
C -2.336 -6.537 -2.535 -0.6749 0.2203 0.1376
C -1.747 -5.304 -2.245 -0.9712 0.0101 1.2397
C -2.191 -4.544 -1.131 -0.1143 -0.0072 0.9631
C -3.224 -5.085 -0.296 0.4769 -0.1309 -1.3692
C -3.864 -6.287 -0.661 0.8162 0.5898 0.0955
C -1.522 -3.210 -0.754 0.2222 0.8754 0.2763
C -0.955 -3.017 0.543 0.0856 -0.5126 0.1877
C -0.921 -4.028 1.583 0.3964 -0.3430 0.0223
C -0.010 -3.615 2.527 -0.5149 -0.3971 -0.0400
C 0.497 -2.330 2.101 -1.0374 0.2733 -0.0446
C 1.611 -1.640 2.728 -0.1821 0.6183 -2.2314
C 1.821 -1.547 4.199 -0.7349 0.1322 -0.7358
C 0.742 -1.903 5.047 0.3827 -0.1318 -0.3009
C 0.857 -1.803 6.423 -0.1447 0.0800 0.6091
C 2.014 -1.274 7.001 0.3565 0.1384 -0.6329
C 3.002 -0.745 6.144 -0.0414 0.0272 0.6177
C 2.909 -0.855 4.766 -0.5898 -0.6169 0.3610
C 2.449 -0.932 1.756 -0.3300 1.2393 -0.5931
N 1.953 -0.145 0.688 1.2938 -0.3421 1.3008
C 3.056 0.548 0.179 -0.0870 -0.2140 -0.0679
C 3.020 1.713 -0.647 -0.7042 -0.2731 0.4124
C 4.282 2.603 -0.892 -0.6677 -0.7758 0.0572
C 4.566 3.674 -0.037 0.1277 -0.0454 0.3069
C 5.753 4.413 -0.193 0.0403 -0.5228 -0.1814
C 6.616 4.131 -1.256 -0.7417 -0.0570 0.0760
C 6.289 3.128 -2.181 -0.2153 0.4625 0.7834
C 5.162 2.341 -1.968 -0.5375 -0.0441 0.2859
C 1.766 2.098 -1.201 -0.5388 0.6402 -0.9427
C 1.579 3.310 -1.994 0.3645 0.2019 -0.2470
C 0.376 3.217 -2.626 -0.1001 0.1405 0.4733
C -0.238 1.976 -2.218 0.5397 -0.5884 0.4502
N 0.613 1.348 -1.281 -0.2391 0.8395 -0.7812
C -1.344 1.335 -2.871 1.1215 -0.3338 0.4242
C -1.446 -0.099 -2.684 -0.5117 -0.4338 1.1416
C -2.203 -0.968 -3.543 -0.1887 -0.6284 0.1235
C -2.199 -2.223 -2.974 0.0874 0.5264 0.1317
C -1.485 -2.148 -1.717 0.0980 1.1239 -0.4813
N -0.974 -0.831 -1.565 -1.4421 -0.8046 -1.5068
C -2.270 2.120 -3.843 0.8547 -1.0550 -0.4842
C -2.281 1.868 -5.261 -0.4978 0.9439 1.6765
C -3.126 2.619 -6.082 0.3151 -0.6677 -0.1308
C -4.021 3.537 -5.547 0.4216 0.0592 0.4436
C -4.003 3.780 -4.172 -0.2863 -0.2038 -0.1769
C -3.139 3.089 -3.326 0.4416 -0.4350 -0.4832
C 4.261 0.029 0.757 0.0985 -0.2774 0.7949
C 3.891 -0.846 1.757 0.3935 0.3795 -0.1743
N -0.168 -1.951 0.940 0.8313 -0.5032 0.6206
H -3.946 -7.914 -2.059 0.1348 -0.1047 -0.0403
H -2.006 -7.108 -3.400 0.0299 0.1090 0.1732
H -0.957 -4.921 -2.852 0.4345 0.1628 -0.2752
H -3.546 -4.560 0.604 0.1023 0.0039 -0.3429
H -4.666 -6.641 -0.013 0.1126 -0.0794 -0.3422
H -1.488 -4.969 1.530 0.6503 0.5401 0.1702
H 0.346 -4.180 3.397 -0.2454 0.3311 -0.4640
H -0.193 -2.239 4.601 0.3015 0.0273 0.1651
H 0.009 -2.093 7.067 0.5283 0.0632 -0.4035
H 2.153 -1.259 8.084 -0.1502 0.1727 -0.3599
H 3.852 -0.198 6.566 -0.2802 -0.3324 -0.0786
H 3.652 -0.410 4.134 0.2069 0.0901 -0.1027
H 3.868 3.901 0.790 0.5249 -0.0968 -0.5268
H 6.063 5.166 0.532 -0.3627 -0.0778 -0.1729
H 7.508 4.734 -1.367 0.0449 -0.1003 -0.1153
H 6.912 3.010 -3.050 0.1296 -0.3206 -0.1321
H 4.926 1.508 -2.632 0.0607 0.2678 0.0886
H 2.322 4.117 -2.067 -0.4510 -0.5063 -0.1131
H -0.089 3.911 -3.308 0.1257 0.1005 -0.0729
H -2.691 -0.670 -4.473 0.1965 -0.1511 0.4326
H -2.675 -3.136 -3.300 -0.0482 0.2282 -0.2718
H -1.649 1.100 -5.666 0.2940 -0.0853 -0.1428
H -3.099 2.450 -7.165 -0.0696 0.0332 0.4424
H -4.694 4.054 -6.217 -0.0582 0.1208 0.1618
H -4.712 4.467 -3.727 0.0353 0.1302 -0.0986
H -3.139 3.269 -2.260 -0.0447 0.0706 0.0611
H 5.264 0.328 0.450 -0.3244 -0.1652 0.2147
H 4.565 -1.414 2.405 -0.3520 0.2247 -0.2998
N 2.073 2.330 2.737 -0.3491 -0.2061 -0.9095
C 0.754 2.035 2.989 0.3070 0.1305 -0.6895
N -0.099 1.578 2.057 -0.2272 1.1472 2.0401
C -1.409 1.812 2.560 1.4425 0.4143 1.2817
C -1.481 2.305 3.843 -0.5884 -0.3783 -0.7003
S 0.081 2.481 4.576 -0.1467 -0.2390 -1.5642
C -2.546 1.585 1.705 -2.3640 0.1002 -0.7732
C -3.804 2.107 1.932 1.1881 0.8155 1.0443
S -4.962 1.696 0.732 1.3587 -1.3023 -0.1071
C -3.691 0.547 0.131 -0.6155 0.0948 -0.3859
N -2.462 0.732 0.575 -1.0421 0.1075 0.9586
N -4.137 -0.478 -0.631 1.1212 -0.1922 -0.2372
H 2.283 2.481 1.728 0.0016 -0.4470 1.2254
H 2.662 2.811 3.423 -0.6980 -0.4056 -0.5265
H -2.391 2.603 4.368 0.4633 -0.3875 -0.1024
H -4.106 2.753 2.775 0.3870 -0.3231 -0.7935
H -5.078 -0.528 -0.999 0.4202 0.1978 0.2063
H -3.450 -1.182 -0.932 -0.4403 0.5126 -0.0187
```
Forces are in eV/Å.

Calculated values
- Charge: 0
- Frontier orbital gap (alpha / beta): 5.35 / 5.28 eV
- HOMO level (alpha / beta): -6.40 / -6.30 eV

Here is a structure of composition C6H13NO2S from OMol25. Energies are from ωB97M-V/def2-TZVPD.

```
23
Properties=species:S:1:pos:R:3:forces:R:3
C 1.859 0.785 -1.473 -0.0161 -0.0053 -0.1043
C 1.403 0.870 -0.233 0.3779 -0.0467 0.0588
C -1.920 -0.887 -0.113 0.2255 0.0354 -0.1474
C 0.324 -2.056 -0.067 0.0375 0.2780 -0.1139
C 0.177 0.425 1.850 -0.0499 -0.4786 -2.6602
C -0.424 -0.766 -0.402 -0.2300 -0.5536 -0.2255
N 0.173 0.392 0.252 0.2435 0.5756 2.9470
O -0.283 3.147 0.485 0.1082 0.0001 0.0084
O -1.108 2.110 -1.575 0.0757 -0.1401 -0.1071
S -1.129 2.150 -0.132 -0.5677 0.7128 -0.0381
H 2.785 1.269 -1.729 0.1265 0.0827 0.0492
H 1.347 0.284 -2.274 -0.1450 -0.1531 -0.1096
H 1.964 1.431 0.502 -0.0240 0.0221 -0.0042
H -2.296 -1.779 -0.610 -0.0257 -0.0322 -0.0055
H -2.132 -0.980 0.949 -0.0301 -0.0341 0.0899
H -2.451 -0.027 -0.512 -0.1573 -0.0667 0.0326
H 0.141 -2.356 0.962 -0.0208 -0.0401 0.1252
H 1.394 -1.918 -0.213 0.0664 -0.0573 0.0128
H -0.010 -2.857 -0.722 -0.0481 -0.1003 -0.0323
H -0.791 0.088 2.197 -0.0723 -0.0085 0.0372
H 0.969 -0.220 2.214 0.0573 -0.0516 0.0448
H 0.341 1.460 2.117 0.0509 0.0936 0.0590
H -0.333 -0.564 -1.472 0.0175 -0.0321 0.0832
```
Forces are in eV/Å.

Calculated values
- Charge: 0
- Frontier orbital gap: 9.55 eV
- HOMO level: -8.88 eV

Molecular weight (g/mol)
95.081 152.248 93.107 835.317 163.242